1.
{"formula": "C36H39AsBaCl3N6O3PS", "method": "ωB97M-V with the def2-TZVPD basis set", "species": ["Ba", "N", "C", "S", "N", "N", "C", "C", "C", "C", "C", "C", "C", "C", "C", "C", "C", "C", "N", "H", "H", "H", "H", "H", "H", "H", "H", "H", "H", "H", "N", "C", "C", "C", "C", "C", "C", "P", "C", "C", "C", "C", "C", "C", "C", "C", "C", "C", "C", "C", "H", "H", "H", "H", "H", "H", "H", "H", "H", "H", "H", "H", "H", "H", "H", "H", "Cl", "C", "Cl", "Cl", "C", "O", "O", "C", "As", "C", "C", "O", "H", "H", "H", "H", "H", "H", "H", "H", "H", "N", "H", "H", "H"], "xyz": [[0.874, -0.715, 0.422], [-3.971, 0.105, 1.097], [-2.833, -0.287, 0.416], [-2.060, -1.696, 1.026], [-2.539, 0.492, -0.594], [-1.327, 0.271, -1.207], [-1.161, 0.836, -2.341], [-2.217, 1.587, -3.061], [-1.985, 2.901, -3.443], [-2.955, 3.605, -4.142], [-4.150, 2.990, -4.480], [-4.377, 1.670, -4.112], [-3.417, 0.972, -3.402], [0.140, 0.643, -3.047], [0.208, 0.787, -4.428], [1.423, 0.608, -5.066], [2.538, 0.295, -4.307], [2.378, 0.163, -2.938], [1.215, 0.332, -2.317], [-4.433, -0.638, 1.596], [-4.578, 0.715, 0.568], [-1.047, 3.377, -3.184], [-2.771, 4.633, -4.424], [-4.902, 3.535, -5.034], [-5.307, 1.185, -4.377], [-3.594, -0.052, -3.097], [-0.683, 1.039, -4.988], [1.495, 0.711, -6.141], [3.509, 0.139, -4.754], [3.223, -0.097, -2.315], [-1.051, 2.758, 1.757], [-0.817, 3.656, 0.750], [-1.880, 4.442, 0.287], [-1.665, 5.479, -0.596], [-0.384, 5.758, -1.061], [0.665, 4.957, -0.646], [0.469, 3.892, 0.230], [1.811, 2.748, 0.679], [3.267, 3.494, -0.131], [3.470, 3.165, -1.470], [4.547, 3.685, -2.169], [5.441, 4.534, -1.532], [5.246, 4.867, -0.200], [4.162, 4.355, 0.498], [2.137, 3.144, 2.438], [3.143, 2.424, 3.081], [3.462, 2.675, 4.404], [2.750, 3.632, 5.118], [1.725, 4.328, 4.497], [1.426, 4.091, 3.161], [-0.315, 2.167, 2.133], [-1.966, 2.335, 1.773], [-2.875, 4.238, 0.662], [-2.505, 6.080, -0.920], [-0.208, 6.578, -1.742], [1.661, 5.145, -1.028], [2.774, 2.501, -1.966], [4.690, 3.423, -3.209], [6.287, 4.937, -2.074], [5.937, 5.533, 0.299], [4.013, 4.630, 1.534], [3.690, 1.666, 2.531], [4.265, 2.126, 4.880], [2.994, 3.831, 6.154], [1.163, 5.072, 5.047], [0.636, 4.654, 2.679], [4.651, -3.684, -2.403], [4.332, -3.106, -0.773], [5.060, -4.193, 0.402], [5.058, -1.477, -0.585], [2.794, -2.889, -0.527], [2.370, -3.142, 0.612], [2.180, -2.355, -1.466], [0.921, 0.162, 5.549], [-0.128, -0.323, 4.015], [-1.957, 0.092, 4.397], [0.012, -2.231, 3.823], [0.403, 0.523, 2.690], [0.401, -0.107, 6.468], [1.082, 1.237, 5.504], [1.880, -0.351, 5.506], [-2.297, -0.451, 5.279], [-2.532, -0.206, 3.520], [-2.039, 1.166, 4.557], [0.039, -2.706, 4.804], [0.937, -2.472, 3.300], [-0.847, -2.582, 3.253], [3.231, -1.116, 2.488], [3.357, -2.123, 2.412], [3.529, -0.819, 3.410], [3.912, -0.725, 1.844]], "lowdin_charge": [1.6579, 0.0340, -0.9419, 0.4475, -0.0208, -0.0334, -0.2091, -0.2046, -0.0381, -0.0784, -0.0907, -0.0785, -0.0321, -0.2137, -0.0001, -0.0451, -0.0435, -0.1693, 0.0237, 0.0617, 0.0851, 0.1176, 0.1020, 0.0989, 0.1009, 0.1173, 0.1181, 0.1097, 0.1083, 0.0762, 0.1297, -0.3525, -0.0349, -0.0967, -0.1061, -0.0903, -0.3199, 1.0688, -0.3825, -0.1104, -0.0766, -0.0862, -0.0784, -0.0758, -0.3926, -0.1215, -0.0967, -0.1017, -0.0762, -0.0762, 0.0073, 0.0858, 0.1111, 0.1025, 0.0959, 0.0969, 0.0778, 0.1038, 0.1019, 0.1034, 0.1041, 0.0935, 0.1037, 0.1017, 0.1040, 0.1043, 0.6167, -1.5005, 0.6111, 0.6021, -0.9328, -0.1706, -0.1639, -0.1887, 0.9660, -0.1949, -0.2138, -0.7609, 0.0413, 0.0257, 0.0351, 0.0440, -0.0027, 0.0451, 0.0464, 0.0198, -0.0167, 0.0046, 0.0088, 0.0206, -0.0222], "orbital_gap_ha": 0.282, "mol_weight_da": 985.4, "e_above_lowest_ev": 0.0653, "charge": 0}

---

2.
{"formula": "C22H22F6N15O8S3Se2Sr", "method": "ωB97M-V with the def2-TZVPD basis set", "species": ["Sr", "F", "C", "F", "F", "S", "O", "O", "N", "S", "O", "O", "C", "F", "F", "F", "Se", "Se", "C", "C", "C", "C", "C", "N", "C", "C", "C", "C", "C", "N", "H", "H", "H", "H", "H", "H", "H", "H", "N", "C", "N", "N", "N", "N", "C", "N", "N", "N", "N", "H", "C", "C", "S", "O", "O", "C", "C", "N", "C", "N", "C", "C", "N", "O", "O", "C", "H", "H", "H", "H", "H", "H", "H", "H", "H", "H", "H", "H", "H"], "xyz": [[1.191, -0.645, -1.584], [4.053, 2.742, 0.024], [4.296, 1.532, -0.462], [5.610, 1.331, -0.476], [3.833, 1.443, -1.705], [3.557, 0.197, 0.603], [3.555, -0.941, -0.288], [4.357, 0.192, 1.781], [2.023, 0.501, 0.909], [1.065, 1.681, 0.556], [-0.278, 1.273, 0.855], [1.320, 2.200, -0.758], [1.391, 3.070, 1.761], [1.291, 4.236, 1.135], [0.494, 3.037, 2.748], [2.600, 2.962, 2.304], [0.930, -3.574, 0.117], [2.391, -3.409, 2.009], [1.431, -2.002, 2.895], [2.157, -1.168, 3.745], [1.480, -0.164, 4.407], [0.115, -0.024, 4.198], [-0.508, -0.902, 3.329], [0.130, -1.882, 2.688], [2.362, -3.852, -1.159], [3.174, -4.975, -1.097], [4.158, -5.117, -2.057], [4.280, -4.163, -3.053], [3.413, -3.084, -3.045], [2.477, -2.925, -2.106], [3.228, -1.279, 3.841], [2.015, 0.514, 5.059], [-0.454, 0.757, 4.686], [-1.572, -0.818, 3.133], [3.026, -5.716, -0.324], [4.816, -5.977, -2.036], [5.028, -4.249, -3.829], [3.452, -2.315, -3.808], [-0.337, -1.782, -5.032], [0.514, -0.691, -5.041], [0.643, 0.102, -6.093], [1.526, 1.042, -5.696], [1.906, 0.815, -4.482], [1.281, -0.303, -4.027], [-0.454, -2.698, -4.003], [-0.745, -3.978, -4.230], [-0.782, -4.535, -3.012], [-0.529, -3.634, -2.114], [-0.328, -2.439, -2.706], [-0.592, -2.130, -5.939], [-4.240, 2.286, 5.351], [-3.396, 2.398, 4.089], [-4.382, 1.995, 2.661], [-5.423, 2.983, 2.527], [-4.740, 0.598, 2.741], [-3.219, 2.181, 1.334], [-3.854, 1.784, 0.003], [-2.810, 1.581, -0.999], [-2.175, 0.412, -1.234], [-1.231, 0.543, -2.154], [-1.231, 1.849, -2.534], [-2.202, 2.503, -1.838], [-2.488, 3.897, -1.855], [-3.198, 4.352, -0.964], [-1.976, 4.557, -2.735], [-2.416, -0.862, -0.499], [-3.630, 2.533, 6.219], [-4.621, 1.273, 5.473], [-5.085, 2.972, 5.314], [-2.560, 1.701, 4.090], [-3.022, 3.411, 3.933], [-2.377, 1.527, 1.563], [-2.880, 3.216, 1.312], [-4.542, 2.546, -0.342], [-4.399, 0.849, 0.104], [-0.540, 2.245, -3.263], [-2.359, -1.699, -1.193], [-3.367, -0.879, 0.029], [-1.627, -1.010, 0.247]], "lowdin_charge": [1.2985, 0.1494, -0.6738, 0.1549, 0.1343, 0.5869, -0.3743, -0.2477, -0.3147, 0.5304, -0.2805, -0.2947, -0.6545, 0.1563, 0.1313, 0.1398, 0.7072, 0.6851, -0.7035, -0.1348, -0.0694, -0.0802, -0.1495, 0.0309, -0.6487, -0.0965, -0.0595, -0.0496, -0.1099, -0.0585, 0.0964, 0.1118, 0.0896, 0.1063, 0.1026, 0.1081, 0.1049, 0.1144, 0.1268, -0.5151, 0.0097, -0.1165, -0.1139, -0.1518, -0.4898, 0.0219, -0.0826, -0.2143, -0.0935, 0.1262, -0.1130, -0.2999, 0.6340, -0.3059, -0.3143, -0.2151, -0.1243, 0.0584, -0.3329, 0.0595, -0.0242, -0.1387, -0.3337, 0.0586, 0.0997, 0.0286, 0.0764, 0.0783, 0.0773, 0.0801, 0.1083, 0.0814, 0.1116, 0.1255, 0.1157, 0.1313, 0.0765, 0.0808, 0.0744], "orbital_gap_ha": 0.247, "mol_weight_da": 1080.2, "e_above_lowest_ev": 0.5076, "charge": -1}

---

3.
{"formula": "C25H21Br2IrN5O2S4", "method": "ωB97M-V with the def2-TZVPD basis set", "species": ["Ir", "O", "C", "O", "C", "C", "C", "C", "C", "C", "N", "C", "C", "C", "C", "C", "C", "N", "H", "H", "H", "H", "H", "H", "H", "H", "H", "H", "Br", "C", "Br", "H", "H", "S", "S", "S", "S", "C", "C", "N", "C", "C", "C", "C", "C", "C", "C", "C", "N", "C", "N", "H", "H", "H", "H", "H", "H", "H", "H", "H"], "xyz": [[0.445, 1.793, 1.001], [-0.598, -3.345, -5.118], [-1.172, -2.553, -4.215], [-2.363, -2.461, -4.127], [-0.286, -1.730, -3.315], [-0.496, -0.356, -3.241], [0.148, 0.386, -2.273], [0.999, -0.244, -1.370], [1.249, -1.606, -1.466], [0.607, -2.347, -2.448], [1.557, 0.539, -0.307], [2.799, 0.480, 0.006], [3.290, 1.350, 1.064], [4.595, 1.325, 1.508], [4.987, 2.214, 2.500], [4.058, 3.114, 2.986], [2.761, 3.083, 2.497], [2.368, 2.210, 1.567], [0.357, -3.253, -5.146], [-1.189, 0.122, -3.925], [-0.006, 1.459, -2.201], [1.891, -2.097, -0.739], [0.770, -3.418, -2.503], [3.492, -0.147, -0.550], [5.291, 0.616, 1.076], [6.001, 2.205, 2.878], [4.325, 3.844, 3.738], [2.016, 3.778, 2.858], [2.244, 3.916, -1.799], [1.039, 4.933, -2.924], [-0.766, 4.257, -2.909], [1.411, 4.872, -3.934], [1.024, 5.949, -2.564], [0.222, 0.471, 3.172], [-0.057, 1.892, 4.426], [-0.734, 4.495, 2.714], [-0.188, 4.170, 0.906], [-3.515, 1.389, -0.703], [-2.393, 1.902, -0.096], [-1.424, 1.112, 0.401], [-1.602, -0.229, 0.341], [-2.693, -0.829, -0.270], [-3.651, 0.019, -0.825], [-2.809, -2.281, -0.511], [-2.426, -3.339, 0.203], [-1.981, -3.444, 1.609], [-1.299, -4.583, 2.027], [-0.994, -4.688, 3.377], [-1.375, -3.770, 4.259], [-2.048, -2.734, 3.765], [-2.341, -2.503, 2.486], [-4.259, 2.067, -1.104], [-2.245, 2.969, -0.029], [-0.822, -0.847, 0.755], [-4.507, -0.404, -1.338], [-3.266, -2.500, -1.471], [-2.546, -4.307, -0.278], [-1.035, -5.366, 1.325], [-0.454, -5.543, 3.768], [-2.407, -2.005, 4.485]], "lowdin_charge": [0.9057, 0.1665, -0.4896, 0.1471, -0.1214, 0.0229, -0.0254, -0.2754, -0.0019, 0.0068, -0.0345, -0.0278, -0.2492, 0.0373, 0.0102, 0.0139, -0.1185, -0.1285, 0.1258, 0.1416, 0.0577, 0.1270, 0.1370, 0.1621, 0.1387, 0.1358, 0.1337, 0.0663, 0.5719, -1.0034, 0.6156, 0.0072, 0.0083, 0.1292, 0.2292, 0.2280, 0.0772, -0.0056, -0.1444, -0.1514, -0.1057, -0.1605, 0.0390, -0.0257, -0.0097, -0.2820, 0.0017, -0.1060, 0.0928, -0.1997, 0.1321, 0.1297, 0.0476, 0.0930, 0.1421, 0.1145, 0.1231, 0.1174, 0.1185, 0.1122], "orbital_gap_ha": [0.245, 0.183], "mol_weight_da": 903.8, "e_above_lowest_ev": 0.0000, "multiplicity": 6, "s_squared": 8.7859, "charge": 2}

---

4.
{"formula": "C50H44ClINO3P2SSbTi", "method": "ωB97M-V with the def2-TZVPD basis set", "species": ["Ti", "I", "C", "C", "C", "C", "C", "C", "C", "C", "C", "P", "C", "C", "C", "C", "C", "C", "C", "C", "C", "C", "C", "C", "C", "H", "H", "H", "H", "H", "H", "H", "H", "H", "H", "H", "H", "H", "H", "H", "H", "C", "O", "P", "O", "C", "O", "C", "H", "H", "H", "H", "H", "H", "H", "H", "H", "S", "Sb", "C", "C", "C", "C", "C", "C", "C", "C", "C", "C", "C", "C", "C", "C", "C", "C", "C", "C", "H", "H", "H", "H", "H", "H", "H", "H", "H", "H", "H", "H", "H", "H", "H", "N", "C", "C", "C", "C", "C", "C", "C", "H", "H", "H", "H", "Cl"], "xyz": [[1.313, -0.070, -0.395], [1.237, 3.769, -0.086], [-0.679, 4.032, 0.770], [-0.732, 4.256, 2.137], [-1.616, 5.231, 2.689], [-2.462, 5.913, 1.850], [-2.630, 5.502, 0.492], [-3.414, 6.267, -0.409], [-3.653, 5.737, -1.686], [-3.052, 4.513, -2.092], [-2.135, 3.846, -1.265], [-1.479, 2.167, -1.697], [-1.153, 2.439, -3.486], [-1.287, 1.436, -4.435], [-1.196, 1.718, -5.772], [-0.889, 3.010, -6.191], [-0.739, 4.022, -5.260], [-0.832, 3.730, -3.925], [-3.062, 1.280, -1.629], [-4.340, 1.769, -1.226], [-5.458, 0.913, -1.282], [-5.405, -0.313, -1.929], [-4.155, -0.837, -2.279], [-3.021, -0.072, -2.064], [-1.776, 4.450, -0.042], [-0.088, 3.686, 2.794], [-1.566, 5.400, 3.740], [-3.075, 6.758, 2.171], [-3.881, 7.217, -0.094], [-4.297, 6.259, -2.356], [-3.288, 4.017, -3.037], [-1.488, 0.424, -4.120], [-1.400, 0.919, -6.475], [-0.644, 3.244, -7.214], [-0.674, 5.039, -5.629], [-0.688, 4.517, -3.178], [-4.454, 2.761, -0.845], [-6.378, 1.256, -0.805], [-6.339, -0.886, -2.100], [-4.020, -1.819, -2.711], [-2.070, -0.525, -2.372], [5.556, 2.248, -0.340], [4.140, 1.860, -0.326], [3.616, 0.405, 0.177], [3.346, 0.680, 1.748], [4.350, 0.903, 2.726], [5.025, -0.341, -0.014], [5.305, -1.746, -0.149], [6.084, 1.729, 0.461], [5.599, 3.331, -0.139], [5.985, 2.033, -1.311], [3.829, 1.244, 3.586], [5.052, 1.696, 2.452], [4.949, 0.008, 2.917], [6.336, -1.893, 0.139], [5.072, -2.011, -1.169], [4.590, -2.291, 0.495], [1.241, -2.299, -0.095], [0.000, -2.802, 2.079], [1.915, -2.868, 3.236], [2.147, -1.855, 4.123], [3.215, -2.003, 5.010], [4.095, -3.096, 4.870], [3.941, -3.975, 3.799], [2.819, -3.862, 2.981], [-0.452, -4.916, 1.843], [0.198, -5.751, 0.944], [-0.026, -7.116, 1.009], [-1.025, -7.600, 1.885], [-1.658, -6.795, 2.794], [-1.340, -5.445, 2.800], [-1.834, -1.969, 2.895], [-3.030, -2.579, 2.625], [-4.144, -2.363, 3.441], [-4.040, -1.558, 4.565], [-2.867, -0.851, 4.749], [-1.793, -1.032, 3.882], [1.552, -0.964, 4.118], [3.384, -1.246, 5.790], [4.885, -3.227, 5.591], [4.597, -4.831, 3.668], [2.699, -4.476, 2.068], [0.871, -5.388, 0.147], [0.614, -7.787, 0.440], [-1.314, -8.649, 1.809], [-2.395, -7.212, 3.470], [-1.794, -4.787, 3.557], [-3.068, -3.404, 1.880], [-5.107, -2.863, 3.203], [-4.800, -1.491, 5.334], [-2.730, -0.187, 5.579], [-0.865, -0.519, 4.064], [3.153, -1.032, -7.407], [2.777, -0.785, -6.346], [2.268, -0.462, -5.042], [2.564, 0.772, -4.427], [2.226, 0.981, -3.102], [1.488, 0.003, -2.386], [1.097, -1.168, -3.055], [1.503, -1.412, -4.367], [3.134, 1.548, -4.961], [2.443, 1.937, -2.631], [0.420, -1.905, -2.610], [1.150, -2.325, -4.897], [0.018, 0.784, 1.272]], "lowdin_charge": [0.0829, 0.9918, -0.6531, -0.1584, -0.0647, -0.0316, -0.1554, -0.0108, -0.0459, -0.0889, -0.3552, 1.0428, -0.3588, -0.1072, -0.0764, -0.0768, -0.0821, -0.1202, -0.3378, -0.0557, -0.0834, -0.0891, -0.0887, -0.1295, -0.2345, 0.0875, 0.0958, 0.1170, 0.1241, 0.0947, 0.1212, 0.0825, 0.1092, 0.1031, 0.1105, 0.1024, 0.0875, 0.1064, 0.1139, 0.1019, 0.0833, -0.0631, -0.3773, 0.7065, -0.3527, -0.0891, -0.3204, -0.0508, 0.0715, 0.1017, 0.0900, 0.0823, 0.0864, 0.0965, 0.0951, 0.0901, 0.0771, 0.1658, 1.5068, -0.3358, -0.1377, -0.0641, -0.0612, -0.0658, -0.1302, -0.3427, -0.1426, -0.0590, -0.0675, -0.0787, -0.1315, -0.3631, -0.1377, -0.0579, -0.0594, -0.0555, -0.1435, 0.0884, 0.1178, 0.1060, 0.1133, 0.1088, 0.0970, 0.1136, 0.1149, 0.1159, 0.1004, 0.1179, 0.1270, 0.1167, 0.1099, 0.0788, 0.1670, -0.1794, -0.2238, -0.0176, -0.1052, -0.3263, -0.1741, -0.0293, 0.1315, 0.0769, 0.0556, 0.1363, 0.0254], "orbital_gap_ha": [0.221, 0.219], "mol_weight_da": 1132.9, "e_above_lowest_ev": 1.3382, "multiplicity": 2, "s_squared": 0.7597, "charge": 1}

---

5.
{"formula": "C4H3N3O", "method": "ωB97M-V with the def2-TZVPD basis set", "species": ["C", "C", "C", "C", "H", "H", "H", "N", "N", "N", "O"], "xyz": [[0.348, -0.219, -1.004], [-1.126, 0.042, 0.858], [0.297, 0.104, 0.515], [1.290, 0.849, 1.236], [2.322, -0.339, -0.824], [-2.653, -0.662, -0.566], [-1.709, 0.097, 1.913], [-0.810, -0.746, -1.263], [-1.710, -0.433, -0.279], [2.254, 1.613, 1.226], [1.496, -0.308, -1.812]], "lowdin_charge": [-0.3472, -0.0299, -0.1779, -0.1874, 0.2924, 0.1528, 0.1733, 0.0698, -0.0351, 0.1240, -0.0349], "orbital_gap_ha": 0.349, "mol_weight_da": 109.1, "e_above_lowest_ev": 3.4516, "charge": 0}

---

6.
{"formula": "C4H6NaO3", "method": "ωB97M-V with the def2-TZVPD basis set", "species": ["C", "O", "O", "O", "Na", "C", "C", "C", "H", "H", "H", "H", "H", "H"], "xyz": [[1.681, 0.391, -0.322], [1.256, -0.766, -0.729], [0.837, 1.383, -0.420], [2.758, 0.415, 0.327], [3.565, -1.747, -0.326], [-0.914, -0.382, -0.229], [-0.694, 0.913, -0.926], [-1.283, -0.379, 1.220], [-1.131, -1.267, -0.835], [-0.606, 0.804, -2.012], [-1.313, 1.740, -0.562], [-0.870, -1.251, 1.742], [-2.378, -0.381, 1.344], [-0.910, 0.528, 1.729]], "lowdin_charge": [-0.8106, -0.1299, -0.0056, -0.0806, 0.7948, -0.1749, -0.0350, -0.1083, 0.0996, 0.1085, 0.1120, 0.0732, 0.0724, 0.0843], "orbital_gap_ha": [0.197, 0.264], "mol_weight_da": 125.1, "e_above_lowest_ev": 0.6118, "multiplicity": 2, "s_squared": 0.7547, "charge": 0}